{"formula": "C16H30Br12O3", "method": "ωB97M-V/def2-TZVPD", "elements": ["C", "C", "C", "H", "H", "H", "H", "H", "H", "H", "H", "H", "Br", "H", "H", "Br", "Br", "Br", "H", "H", "H", "C", "H", "Br", "Br", "O", "Br", "H", "C", "C", "H", "C", "Br", "Br", "H", "H", "H", "C", "O", "C", "C", "Br", "H", "H", "C", "C", "C", "H", "H", "Br", "C", "C", "H", "H", "Br", "H", "C", "H", "H", "H", "O"], "coordinates": [[0.30807, 4.22205, 0.27934], [-3.32642, 0.37570, -2.31484], [-4.42786, 2.10772, 2.68628], [-3.75902, -0.48984, -1.81305], [6.09273, -0.59692, -3.29718], [3.84318, -1.81776, -2.36207], [-0.59326, -4.38228, 2.00120], [-3.34037, -5.79560, 1.58895], [1.20874, -3.32036, 2.19418], [2.50033, 3.87987, 0.33915], [-0.01586, 3.18652, 0.17516], [-4.98231, 0.74331, -3.68408], [-1.10968, 5.26049, 1.06779], [1.91701, 5.29634, 1.11886], [-4.56430, 2.89203, 1.94173], [-5.03933, 1.61905, 5.62241], [-3.59422, -0.45695, -5.10861], [-2.67000, 2.46809, 3.55643], [1.07420, 1.46957, 0.00327], [1.51473, -1.82374, 1.29498], [6.23187, 1.09209, -2.60327], [-3.89552, 0.82668, -3.67760], [-6.25117, 1.60371, 3.32435], [0.30032, -0.72536, -1.30338], [1.61988, 3.29835, 2.71037], [3.93150, 2.30580, -5.53632], [-1.20239, -4.63358, -0.39594], [-3.72196, 1.88617, -3.86587], [4.10749, 0.31279, -2.70657], [4.26382, 1.58616, -4.60635], [-2.14297, -3.66146, 1.73887], [-0.69730, 0.71301, 1.02084], [-2.63427, -5.98755, 3.95564], [-1.47778, -0.99750, 1.79821], [1.37981, 0.09705, 0.83401], [4.05190, -1.91769, 2.02615], [3.63552, -3.44075, 2.79601], [-5.53730, 2.27465, 3.80219], [3.48609, 1.23137, -3.56034], [1.67487, 4.24727, 0.94885], [-2.32228, -5.81565, 1.97780], [2.57472, -1.39087, 3.92976], [0.42148, 4.57486, -0.74573], [-4.52444, 1.11810, 2.23972], [5.64132, 0.38954, -3.19130], [3.22289, -2.50296, 2.42403], [-1.56198, -4.56079, 1.53449], [2.42079, -1.01260, -3.01003], [4.03299, 0.42647, -1.62508], [2.25273, -3.89265, -0.01135], [3.50898, -1.05030, -3.06022], [1.91995, -2.80286, 1.55038], [-2.26003, 0.24263, -2.49706], [3.68790, -1.38474, -4.08210], [-3.55436, 1.90607, -1.05423], [-1.68195, -6.67632, 1.78460], [0.56887, 0.53673, 0.25336], [-0.51797, 1.51360, 1.73847], [-1.44073, 1.20981, 0.39745], [-6.02323, 3.24465, 3.90740], [5.47558, 0.97894, -4.45003]], "e_tot_ev": -863729.865, "total_charge": 0, "smiles": "C[C@H]1COC(=O)O1.BrCCBr.BrCCBr.BrCCBr.BrCCBr.BrCCBr.BrCCBr"}

{"formula": "C6H13N", "method": "ωB97M-V/def2-TZVPD", "elements": ["N", "C", "C", "H", "H", "H", "C", "H", "C", "H", "H", "H", "H", "C", "H", "H", "C", "H", "H", "H"], "coordinates": [[0.90222, 0.04849, 1.68527], [0.36987, 0.43465, -0.51279], [0.89437, -0.59059, 2.97773], [0.74610, -1.66593, 2.85326], [-0.71204, 0.56851, -3.87953], [0.05127, 1.83198, -2.91737], [-0.06214, 0.75379, -3.02476], [0.08862, -0.21939, 3.62905], [-0.64510, 0.14234, -1.75821], [0.91690, 0.33103, -3.24661], [-2.06246, -0.98907, 0.15798], [1.32467, 0.96785, 1.69361], [-1.62200, 0.58051, -1.55046], [-0.23141, -0.13463, 0.70289], [0.46270, 1.52084, -0.43755], [1.31473, -0.04880, -0.76675], [-1.32252, -0.84704, 0.92541], [-0.75590, -0.93572, -1.88076], [-1.51162, -1.31676, 1.87461], [1.85373, -0.43207, 3.47496]], "e_tot_ev": -7921.801, "total_charge": 0, "smiles": "C=C(CCC)NC"}

In eV, the Kohn-Sham gap values for the records above are, in order, 9.692, 9.299.
In eV, the LUMO energy values for the records above are, in order, 0.00, 1.08.
In eV, the E_HOMO values for the records above are, in order, -9.7, -8.2.